Computed, not measured: a cluster of 7 separate species, C40H75N2O10P in total at a distorted geometry, with ωB97M-V/def2-TZVPD.

SMILES   CCC[C@](CC(=O)c1ccccc1)(OC(=O)CCC(=O)Nc1ccccc1)[PH2]=N.CC(C)O.CC(C)O.CC(C)O.CC(C)O.CC(C)O.CC(C)O
E_tot   -2771.458251 a.u.
Highest occupied orbital energy   -8.176 eV

Structure (ORCA input):
```
! RIJCOSX wB97M-V def2-TZVPD def2/J DEFGRID3
* xyz 0 1
C -0.173 -1.356 3.399
C -0.113 -2.503 2.183
C -1.102 -2.056 0.940
C -2.056 -3.232 0.337
C -1.223 -4.469 -0.413
C -0.433 -5.471 0.597
O -0.948 -6.389 1.416
C 1.237 -5.391 0.572
C 2.170 -5.015 1.867
C 3.826 -5.009 1.641
C 4.522 -5.415 0.180
C 3.571 -5.799 -1.120
C 1.929 -5.770 -0.901
O -3.018 -2.776 -0.712
C -2.495 -1.711 -1.550
O -3.174 -0.529 -1.533
C -1.204 -1.768 -2.567
C -0.853 -0.271 -3.226
C 0.083 0.600 -2.181
O -0.418 1.656 -1.492
N 1.553 0.270 -1.860
C 2.038 1.334 -0.895
C 2.680 2.785 -1.411
C 3.140 3.913 -0.273
C 2.942 3.528 1.331
C 2.357 2.094 1.883
C 1.899 0.984 0.735
P -3.267 -4.018 1.646
N -2.913 -3.684 3.176
H -0.715 -1.751 4.367
H 0.948 -1.125 3.737
H -0.596 -0.319 3.018
H 1.022 -2.476 1.815
H -0.335 -3.562 2.626
H -1.829 -1.186 1.317
H -0.343 -1.588 0.145
H -0.462 -4.094 -1.218
H -2.057 -5.118 -0.965
H 1.682 -4.741 2.920
H 4.570 -4.711 2.524
H 5.687 -5.448 0.009
H 3.970 -6.104 -2.183
H 1.220 -6.026 -1.812
H -1.395 -2.533 -3.441
H -0.212 -2.076 -1.996
H -0.165 -0.503 -4.160
H -1.805 0.296 -3.601
H 2.130 0.411 -2.739
H 2.802 2.999 -2.565
H 3.576 4.965 -0.618
H 3.237 4.339 2.131
H 2.213 1.811 3.021
H 1.448 -0.070 1.034
H -3.368 -5.438 1.333
H -4.622 -3.492 1.423
H -3.703 -3.150 3.603
C -7.867 0.335 1.689
C -7.402 -0.977 2.301
C -7.377 -2.092 1.268
O -8.279 -1.339 3.365
H -8.885 0.244 1.294
H -7.892 1.125 2.447
H -7.204 0.649 0.877
H -6.402 -0.850 2.729
H -8.378 -2.269 0.858
H -7.052 -3.033 1.725
H -6.699 -1.851 0.443
H -9.169 -1.454 2.994
C 7.307 6.163 -3.113
C 6.448 5.309 -2.194
C 7.258 4.759 -1.031
O 5.892 4.227 -2.937
H 8.124 5.573 -3.545
H 6.714 6.542 -3.952
H 7.737 7.013 -2.575
H 5.613 5.907 -1.811
H 8.073 4.119 -1.389
H 6.629 4.136 -0.385
H 7.686 5.567 -0.431
H 6.626 3.692 -3.281
C -8.462 0.348 -2.842
C -8.954 1.670 -2.273
C -8.806 2.797 -3.283
O -8.208 1.986 -1.101
H -7.399 0.405 -3.103
H -8.563 -0.451 -2.100
H -9.027 0.069 -3.737
H -10.004 1.576 -1.978
H -7.755 2.940 -3.560
H -9.152 3.744 -2.856
H -9.381 2.591 -4.191
H -7.274 2.071 -1.353
C -12.959 -2.111 4.850
C -11.454 -1.907 4.922
C -11.049 -1.228 6.221
O -11.033 -1.107 3.820
H -13.487 -1.152 4.886
H -13.238 -2.589 3.904
H -13.313 -2.736 5.676
H -10.947 -2.874 4.838
H -11.510 -0.238 6.306
H -9.965 -1.076 6.254
H -11.345 -1.827 7.088
H -11.479 -0.246 3.887
C 11.258 9.257 -1.642
C 10.398 8.404 -0.723
C 11.208 7.853 0.439
O 9.843 7.322 -1.466
H 12.074 8.668 -2.074
H 10.664 9.637 -2.481
H 11.687 10.108 -1.104
H 9.564 9.001 -0.340
H 12.023 7.214 0.081
H 10.580 7.231 1.086
H 11.637 8.661 1.040
H 10.576 6.786 -1.810
C 9.141 -2.948 -2.225
C 8.263 -4.136 -1.865
C 7.633 -4.755 -3.103
O 7.235 -3.711 -0.974
H 8.554 -2.161 -2.712
H 9.578 -2.506 -1.324
H 9.951 -3.246 -2.898
H 8.860 -4.890 -1.341
H 6.992 -4.031 -3.620
H 6.994 -5.601 -2.827
H 8.398 -5.107 -3.802
H 6.700 -3.042 -1.432
*
```

=====

Computed, not measured: a cluster of 7 separate species, C40H79BN6O23PS2 in total at a distorted geometry, with ωB97M-V/def2-TZVPD.

E_tot   -4793.289174 a.u.
Highest occupied orbital energy   -4.727 eV

Structure (ORCA input):
```
! RIJCOSX wB97M-V def2-TZVPD def2/J DEFGRID3
* xyz -1 1
C 0.185 -3.136 4.870
C 1.244 -2.037 5.128
C 2.664 -2.449 4.722
C 2.818 -2.797 3.204
N 3.743 -1.921 2.503
B 3.076 -1.101 1.389
C 2.127 0.004 2.228
C 0.606 -0.005 2.024
C 0.086 1.271 2.720
S -1.731 1.508 2.663
C -1.957 2.837 1.500
S -1.158 4.224 1.626
N -2.907 2.616 0.475
C -4.254 2.607 0.676
C -4.782 2.335 -0.523
N -3.798 2.191 -1.458
C -2.703 2.345 -0.824
O 2.484 -2.008 0.390
C 2.638 -1.691 -0.948
C 3.188 -2.851 -1.799
C 3.105 -2.540 -3.321
C 2.080 -3.410 -4.102
C 1.061 -2.499 -4.773
O 1.564 -1.879 -5.977
C 0.527 -1.121 -6.449
O 0.516 0.075 -6.380
N 1.246 -1.353 -1.321
C 0.430 -2.572 -1.277
C -0.982 -2.438 -0.689
C -2.076 -2.521 -1.768
C 3.655 -0.442 -0.851
C 5.087 -0.584 -1.406
N 5.245 -0.332 -2.854
P 3.009 1.231 -1.418
N 4.177 2.375 -0.830
O 1.578 1.611 -0.640
O 3.934 -0.240 0.541
H -0.728 -2.713 4.443
H -0.121 -3.664 5.776
H 0.573 -3.877 4.169
H 1.268 -1.879 6.213
H 0.902 -1.113 4.662
H 3.402 -1.705 5.028
H 2.897 -3.349 5.311
H 1.808 -2.751 2.784
H 3.180 -3.829 3.141
H 4.562 -2.421 2.177
H 2.463 1.006 1.932
H 2.315 -0.051 3.309
H 0.388 0.088 0.959
H 0.112 -0.902 2.409
H 0.366 1.158 3.773
H 0.568 2.168 2.331
H -4.779 2.764 1.600
H -5.838 2.238 -0.709
H -1.705 2.276 -1.231
H 2.635 -3.771 -1.598
H 4.212 -3.074 -1.500
H 2.777 -1.505 -3.429
H 4.105 -2.654 -3.732
H 1.561 -4.100 -3.441
H 2.603 -3.909 -4.921
H 0.750 -1.689 -4.105
H 0.144 -3.062 -5.035
H -0.374 -1.597 -6.881
H 1.198 -0.865 -2.210
H 0.283 -2.916 -2.314
H 0.926 -3.383 -0.753
H -1.136 -1.556 -0.071
H -1.152 -3.304 -0.038
H -1.879 -1.788 -2.551
H -3.022 -2.270 -1.291
H -2.166 -3.528 -2.182
H 5.555 -1.541 -1.160
H 5.680 0.177 -0.895
H 5.851 -0.998 -3.305
H 4.371 -0.223 -3.340
H 4.801 1.939 -0.154
H 3.644 3.125 -0.403
H 1.599 2.486 -0.235
C 2.948 7.618 -6.013
O 3.700 6.415 -5.895
C 3.403 5.688 -4.808
O 2.585 5.982 -3.974
O 4.163 4.603 -4.817
C 3.953 3.717 -3.701
H 3.277 8.112 -6.924
H 1.884 7.402 -6.094
H 3.138 8.277 -5.166
H 2.931 3.346 -3.695
H 4.186 4.215 -2.765
H 4.627 2.875 -3.823
C 1.178 3.612 5.347
O 0.920 2.406 6.071
C 1.588 2.291 7.214
O 2.362 3.094 7.669
O 1.250 1.127 7.774
C 1.897 0.864 9.017
H 0.575 3.575 4.443
H 0.885 4.482 5.933
H 2.229 3.675 5.068
H 1.637 1.622 9.754
H 2.977 0.816 8.886
H 1.541 -0.102 9.363
C 1.662 4.021 -12.124
O 1.308 4.165 -10.751
C 1.455 3.046 -10.028
O 1.845 1.987 -10.450
O 1.096 3.312 -8.781
C 1.201 2.196 -7.879
H 1.502 4.986 -12.598
H 2.711 3.748 -12.225
H 1.029 3.280 -12.609
H 2.233 1.856 -7.813
H 0.552 1.390 -8.198
H 0.882 2.537 -6.901
C -8.256 4.845 1.537
O -7.921 3.994 2.637
C -8.586 4.262 3.759
O -9.410 5.128 3.904
O -8.180 3.403 4.694
C -8.814 3.574 5.961
H -7.652 4.533 0.689
H -9.308 4.741 1.276
H -8.021 5.882 1.769
H -9.889 3.420 5.878
H -8.602 4.561 6.368
H -8.401 2.822 6.628
C -2.797 -1.046 8.737
O -2.059 -2.269 8.757
C -2.316 -3.050 9.802
O -3.092 -2.812 10.693
O -1.565 -4.147 9.693
C -1.738 -5.084 10.755
H -2.496 -0.508 7.843
H -3.867 -1.244 8.688
H -2.561 -0.440 9.610
H -2.766 -5.443 10.787
H -1.460 -4.640 11.709
H -1.078 -5.922 10.550
C -2.875 -4.054 -5.637
O -2.310 -5.201 -5.000
C -3.066 -6.295 -5.068
O -4.140 -6.382 -5.605
O -2.425 -7.281 -4.437
C -3.124 -8.524 -4.431
H -2.167 -3.239 -5.514
H -3.014 -4.236 -6.702
H -3.818 -3.779 -5.170
H -3.277 -8.885 -5.447
H -4.078 -8.426 -3.915
H -2.503 -9.235 -3.893
*
```

=====

Computed, not measured: a cluster of 6 separate species, C40H79ClO18 in total at a distorted geometry, with ωB97M-V/def2-TZVPD.

SMILES   CCCCCCCCCCCCCCCO[C@H](COC)CC(=O)Cl.CCOC(=O)OC.CCOC(=O)OC.CCOC(=O)OC.CCOC(=O)OC.CCOC(=O)OC
E_tot   -3385.865873 a.u.
Highest occupied orbital energy   -9.811 eV

Structure (ORCA input):
```
! RIJCOSX wB97M-V def2-TZVPD def2/J DEFGRID3
* xyz 0 1
C -6.123 3.979 1.956
C -5.582 5.444 1.556
C -6.351 6.100 0.285
C -5.344 6.478 -0.909
C -4.810 8.015 -0.855
C -3.429 8.059 0.009
C -3.682 8.598 1.524
C -2.274 8.998 2.251
C -1.776 7.855 3.295
C -1.806 6.455 2.504
C -0.739 5.365 3.083
C -0.205 4.565 1.765
C 0.264 3.064 2.076
C 0.925 2.457 0.724
C 0.192 1.094 0.224
O 1.245 0.110 0.047
C 1.019 -0.743 -1.097
C 1.641 -2.215 -0.814
O 0.587 -3.198 -0.981
C 1.260 -4.432 -1.392
C 1.443 -0.112 -2.512
C 2.922 0.504 -2.599
O 3.285 0.938 -3.726
Cl 4.153 0.605 -1.258
H -5.418 3.200 1.493
H -6.216 3.826 3.094
H -7.159 3.862 1.493
H -5.703 6.150 2.449
H -4.490 5.310 1.225
H -6.842 7.083 0.635
H -7.139 5.367 -0.097
H -5.939 6.400 -1.895
H -4.489 5.726 -0.990
H -5.604 8.723 -0.415
H -4.546 8.276 -1.948
H -2.618 8.688 -0.508
H -3.035 6.972 0.005
H -4.324 9.546 1.484
H -4.233 7.789 2.118
H -2.319 10.030 2.748
H -1.511 9.095 1.385
H -0.739 8.077 3.731
H -2.545 7.830 4.157
H -2.865 6.029 2.527
H -1.437 6.683 1.433
H 0.162 5.900 3.547
H -1.238 4.624 3.807
H -1.134 4.479 1.080
H 0.572 5.156 1.177
H -0.575 2.391 2.464
H 1.045 3.121 2.928
H 0.827 3.198 -0.141
H 2.023 2.206 0.977
H -0.467 1.247 -0.695
H -0.486 0.692 1.073
H -0.127 -0.911 -1.150
H 1.919 -2.221 0.300
H 2.531 -2.347 -1.515
H 0.438 -5.156 -1.704
H 1.919 -4.264 -2.319
H 1.885 -4.777 -0.498
H 0.701 0.670 -2.919
H 1.412 -0.980 -3.278
C 4.867 7.755 6.696
C 3.606 7.063 6.216
O 3.605 6.925 4.789
C 4.375 5.937 4.303
O 5.042 5.171 4.953
O 4.293 5.967 2.962
C 5.144 5.025 2.311
H 5.005 8.707 6.178
H 4.821 7.939 7.772
H 5.754 7.150 6.491
H 2.738 7.674 6.471
H 3.469 6.091 6.698
H 4.984 4.015 2.692
H 6.189 5.322 2.432
H 4.903 5.034 1.247
C -2.070 0.396 -6.043
C -2.315 -0.058 -4.616
O -2.862 1.006 -3.826
C -4.170 1.252 -4.010
O -4.907 0.660 -4.760
O -4.512 2.292 -3.230
C -5.861 2.723 -3.400
H -1.454 1.299 -6.059
H -1.568 -0.387 -6.616
H -3.007 0.641 -6.547
H -1.364 -0.333 -4.155
H -2.959 -0.940 -4.577
H -6.561 1.895 -3.280
H -5.980 3.189 -4.382
H -6.073 3.470 -2.634
C 2.021 -10.631 -0.343
C 2.085 -10.384 -1.838
O 2.384 -9.010 -2.120
C 3.670 -8.656 -1.970
O 4.574 -9.381 -1.634
O 3.773 -7.341 -2.232
C 5.079 -6.810 -2.014
H 1.323 -9.938 0.132
H 1.704 -11.655 -0.134
H 2.995 -10.472 0.127
H 1.108 -10.591 -2.280
H 2.806 -11.045 -2.327
H 5.836 -7.379 -2.556
H 5.300 -6.796 -0.944
H 5.089 -5.783 -2.383
C -3.734 -12.689 -3.851
C -3.067 -13.820 -4.612
O -2.231 -13.313 -5.660
C -1.042 -12.828 -5.268
O -0.627 -12.794 -4.133
O -0.404 -12.361 -6.356
C 0.839 -11.727 -6.067
H -4.267 -12.026 -4.537
H -4.439 -13.082 -3.115
H -2.997 -12.077 -3.325
H -3.833 -14.434 -5.092
H -2.498 -14.474 -3.947
H 1.488 -12.375 -5.477
H 0.660 -10.783 -5.546
H 1.336 -11.511 -7.014
C 3.923 -2.501 1.904
C 3.466 -1.128 2.351
O 3.167 -1.116 3.753
C 4.232 -1.067 4.570
O 5.389 -1.024 4.230
O 3.786 -1.101 5.838
C 4.825 -1.151 6.813
H 3.190 -3.261 2.187
H 4.062 -2.526 0.821
H 4.867 -2.785 2.375
H 2.543 -0.868 1.829
H 4.203 -0.358 2.108
H 5.545 -0.343 6.670
H 5.325 -2.123 6.773
H 4.369 -1.037 7.797
*
```

=====

> The lowest E_tot belongs to which entry?

C40H79BN6O23PS2

=====

> What is the formula in the second record?

C40H79BN6O23PS2